(1)
A molecular structure, C25H23FN3NiO5S. Source: OMol25; level of theory: ωB97M-V/def2-TZVPD.

Its gap between HOMO and LUMO (alpha / beta) is 4.3 / 5.7 eV. The highest occupied orbital energy (alpha / beta) comes out at -0.0709 / -0.1246 Eh. As for the LUMO energy (alpha / beta): 2.35 / 2.35 eV. Its spin multiplicity is 3. Its energy relative to the best compared isomer or geometry (same formula, charge and spin) is 1.695 eV. As for the net charge: -1.

```
59
C25H23FN3NiO5S (ωB97M-V/def2-TZVPD)
Ni -0.09381 -0.48134 1.33885
O -2.24027 1.22469 4.60510
C -1.37991 0.69454 3.66806
O -1.80636 0.51726 2.49856
C -0.07380 0.38748 4.09150
C 0.49367 0.52388 5.39044
C 1.79036 0.13570 5.58635
C 2.56397 -0.38944 4.51923
C 1.95336 -0.49108 3.28149
N 0.69704 -0.12485 3.08047
C 2.63610 -1.03108 2.02134
O 3.81320 -1.39793 2.08897
O 1.89558 -1.05400 0.98192
H -3.06261 1.33973 4.11172
H -0.10471 0.92650 6.19704
H 2.23220 0.23033 6.57245
H 3.59133 -0.69975 4.63493
C 0.73219 -5.03016 -0.18692
C 1.26048 -3.62602 0.06018
N 0.88314 -2.71372 -1.01625
C 1.86283 -2.53213 -2.08633
C 2.91064 -1.46980 -1.79558
C -0.21222 -1.96564 -0.91944
S -1.39033 -2.11265 0.27545
N -0.41457 -1.10789 -2.00895
C -0.51471 0.14143 -1.89874
O -0.24300 0.79734 -0.73363
C -0.82255 0.97923 -3.08864
C -0.36496 2.28849 -3.18157
C -0.63537 3.03672 -4.31765
C -1.36899 2.48453 -5.35754
C -1.82732 1.17654 -5.26509
C -1.55186 0.42368 -4.13518
H 1.06259 -5.69822 0.61066
H 1.09516 -5.43127 -1.13660
H -0.35822 -5.02759 -0.20403
H 2.34918 -3.61229 0.11928
H 0.88985 -3.21610 0.99501
H 1.32316 -2.29707 -3.00350
H 2.33541 -3.50737 -2.22690
H 2.44470 -0.49306 -1.66708
H 3.61635 -1.42501 -2.62931
H 3.44787 -1.66910 -0.86930
H 0.20361 2.72086 -2.36910
H -0.27396 4.05468 -4.38603
H -1.58496 3.07361 -6.24013
H -2.40152 0.74260 -6.07380
H -1.89517 -0.59832 -4.04598
F -3.64903 4.54337 1.32186
C -2.81385 3.61664 0.78865
C -1.45600 3.74769 1.00233
C -0.60491 2.80203 0.45647
C -1.14139 1.76004 -0.27812
C -2.50202 1.61782 -0.46351
C -3.35501 2.57326 0.07115
H -1.08104 4.56379 1.60419
H 0.46272 2.83337 0.62806
H -2.89459 0.74991 -0.97700
H -4.42767 2.49513 -0.03978
```

(2)
A molecular structure, C3H4LaO5. Source: OMol25; level of theory: ωB97M-V/def2-TZVPD.

Its gap between HOMO and LUMO is 4.0 eV. The highest occupied orbital energy comes out at -0.3973 Eh. As for the LUMO energy: -6.78 eV. As for the net charge: +1.

```
13
C3H4LaO5 (ωB97M-V/def2-TZVPD)
C -0.62537 1.87088 0.27292
C 0.30249 1.80415 -0.69443
O 1.26499 0.82988 -0.91218
C 1.02496 -0.41410 -1.37128
O 1.43890 -1.30828 -0.56820
O 0.37640 -0.62142 -2.39781
O -0.95075 0.98517 1.21156
H -1.12406 2.84093 0.38155
H 0.34126 2.57859 -1.45838
H -0.66971 -0.06191 1.01822
O -0.65337 -2.40444 1.89036
H -1.58992 -2.56853 2.00000
La 0.86417 -3.53093 0.62767
```

(3)
2 unconnected molecules or ions with the total composition C4H14N3. Source: OMol25; level of theory: ωB97M-V/def2-TZVPD.

Its gap between HOMO and LUMO (alpha / beta) is 5.4 / 9.5 eV. The highest occupied orbital energy (alpha / beta) comes out at -0.1574 / -0.3138 Eh. As for the LUMO energy (alpha / beta): 1.07 / 0.98 eV. Its spin multiplicity is 2. Its energy relative to the best compared isomer or geometry (same formula, charge and spin) is 0.739 eV. As for the net charge: 0.

```
21
C4H14N3 (ωB97M-V/def2-TZVPD)
C 2.02109 -1.80292 0.64698
C 1.95035 -1.55070 -0.86179
H 3.06646 -1.93028 0.91884
H 1.82877 -0.80263 1.07181
H 1.34448 -2.52079 1.09092
H 2.90243 -1.73984 -1.34476
H 1.65571 -0.51427 -1.12613
H 1.13217 -2.07122 -1.37578
C -1.82438 1.88493 1.59172
C -1.01806 0.66182 -0.45140
N -1.96601 0.83995 0.53881
N 0.25885 1.17532 -0.30486
N -1.39090 -0.21214 -1.47082
H -2.92620 0.60198 0.38454
H 0.34548 2.15266 -0.56850
H 1.05917 0.63388 -0.67034
H -1.87320 -1.06345 -1.22596
H -1.00430 -0.12361 -2.39086
H -0.82201 2.26220 1.69978
H -2.18881 1.47415 2.54877
H -2.55109 2.64495 1.29903
```

(4)
A gas-phase ion, C8H20N7 (charge +1). Source: OMol25; level of theory: ωB97M-V/def2-TZVPD.

The SMILES is NCC/N=C(\N)NCC[N+]1=CNCCN1. Its gap between HOMO and LUMO is 9.2 eV. The highest occupied orbital energy comes out at -0.4317 Eh. As for the LUMO energy: -2.57 eV. Its energy relative to the best compared isomer or geometry (same formula, charge and spin) is 0.922 eV. As for the net charge: +1.

```
35
C8H20N7 (ωB97M-V/def2-TZVPD)
C -2.06894 1.81056 -0.54105
C 2.75779 0.47204 -1.41684
C 1.54191 0.02923 -2.23545
C -1.03655 2.46687 -1.48606
C 0.50885 -1.08386 1.28560
C 0.07675 -1.29763 2.71936
C -1.45914 -0.55964 -0.01733
C 1.00344 1.71517 -0.30729
N -2.26395 0.41850 -0.68867
N -0.43392 -0.12419 0.60943
N 2.22533 1.22873 -0.32498
N 0.68631 1.08001 -2.64348
N 0.27277 1.84182 -1.41634
N -1.97965 -1.79264 0.02181
N -0.61248 -2.58380 2.89191
H -1.97669 2.23286 0.54594
H -3.04283 2.40140 -0.76807
H 3.29205 -0.45932 -0.99056
H 3.31333 1.28509 -1.93955
H 1.93566 -0.35913 -3.07427
H 1.03442 -0.61128 -1.46802
H -1.25333 2.25349 -2.52191
H -0.91166 3.49862 -1.35739
H 1.52489 -0.64676 1.25012
H 0.28685 -1.91007 0.74225
H 0.99635 -1.21276 3.29074
H -0.61902 -0.40816 3.02820
H -2.57417 0.31198 -1.57027
H 0.51897 2.13403 0.54642
H 2.73403 1.29510 0.62958
H 1.34144 1.67122 -3.28996
H -1.41397 -2.56614 0.45377
H -2.67328 -2.05228 -0.69295
H -0.85251 -2.79345 3.82294
H -1.33725 -2.75712 2.28697
```

(5)
2 unconnected molecules or ions with the total composition C6H14N2O2. Source: OMol25; level of theory: ωB97M-V/def2-TZVPD.

The SMILES is CNC(C)=O.CNC(C)=O. Its gap between HOMO and LUMO is 10.2 eV. The highest occupied orbital energy comes out at -0.3598 Eh. As for the LUMO energy: 0.42 eV. Its energy relative to the best compared isomer or geometry (same formula, charge and spin) is 1.160 eV. As for the net charge: 0.

```
24
C6H14N2O2 (ωB97M-V/def2-TZVPD)
C 0.52978 -0.12292 2.83687
C -2.03688 2.06770 1.13375
C -0.83698 0.53728 2.59066
O -1.86711 0.03806 2.98053
N -0.83132 1.70339 1.85500
H 0.39729 -0.90295 3.57986
H 0.06177 2.02052 1.49929
H -2.26517 1.55848 0.19832
H 0.99789 -0.56720 1.96224
H 1.20291 0.62587 3.24608
H -2.96670 1.89065 1.67608
H -2.01981 3.15557 1.15468
C 0.47491 -2.76735 -1.55380
C 1.18090 0.85606 -2.43087
C 0.94849 -0.65467 -2.61667
O 1.36561 -1.24522 -3.58108
N 0.20575 -1.33287 -1.66171
H -0.04292 -0.85445 -0.82306
H 0.03976 -3.16039 -0.64077
H 0.94300 1.22513 -3.42520
H 0.01031 -3.26480 -2.40342
H 1.54398 -2.95480 -1.66734
H 0.69519 1.29802 -1.57130
H 2.26936 0.85088 -2.33815
```

(6)
A single C5H8O molecule. Source: OMol25; level of theory: ωB97M-V/def2-TZVPD.

The SMILES is O=CC1CCC1. Its gap between HOMO and LUMO is 10.9 eV. The highest occupied orbital energy comes out at -0.3578 Eh. As for the LUMO energy: 1.14 eV. Its energy relative to the best compared isomer or geometry (same formula, charge and spin) is 1.203 eV. As for the net charge: 0.

```
14
C5H8O (ωB97M-V/def2-TZVPD)
O -1.98980 -1.55811 -0.07672
C -1.80869 -0.47826 0.43525
C -0.64970 0.42589 0.10379
C 0.17488 0.12760 -1.16907
C 1.46646 0.06390 -0.32977
C 0.60842 0.05344 0.95057
H -2.48266 -0.15256 1.25840
H -0.95113 1.47440 0.20030
H -0.09687 -0.83548 -1.60442
H 0.15715 0.90357 -1.93728
H 2.11117 -0.80484 -0.48884
H 2.07463 0.96872 -0.42073
H 0.49164 -0.95921 1.35573
H 0.89451 0.77095 1.72279
```

no.,calculated total energy (eV)
1,-95604.8608
2,-14263.9318
3,-8842.6162
4,-19041.9948
5,-13524.4647
6,-7361.0520